Record 1
113
Properties=species:S:1:pos:R:3:mulliken_charge:R:1 method="wB97M-V/def2-TZVPD" homo_ha="-0.347 / -0.347" fmax_ha_per_bohr=0.0284 charge=+1 mol_weight_g_mol=941.29 relative_energy_kj_mol=56.5
Pb -0.355 0.448 0.051 1.255
C 1.652 -1.973 2.649 -1.672
C 1.028 -1.010 3.655 0.402
C 0.751 -1.751 4.957 -1.659
P -0.419 -0.161 2.792 0.238
C -0.910 1.338 3.822 0.891
C -0.533 1.373 5.299 -1.633
C -2.395 1.629 3.611 -1.504
C -1.836 -1.307 2.875 -0.344
C -2.404 -1.668 4.088 -0.310
C -3.465 -2.561 4.173 0.553
C -4.105 -2.885 5.482 -1.763
C -3.926 -3.146 2.989 -1.182
C -3.394 -2.802 1.775 -0.113
C -2.371 -1.826 1.664 -0.653
N -2.014 -1.343 0.463 0.461
C -2.262 -2.066 -0.696 0.247
C -1.627 -3.302 -0.920 0.932
C -0.746 -3.906 0.130 -1.234
C -1.778 -3.924 -2.146 -0.639
C -2.566 -3.380 -3.154 0.404
C -2.690 -4.059 -4.480 -1.550
C -3.218 -2.177 -2.904 -0.383
C -3.078 -1.512 -1.701 0.023
C -3.857 -0.276 -1.380 -1.371
H 2.589 -2.369 3.036 0.594
H 1.855 -1.481 1.698 0.165
H 0.982 -2.810 2.470 0.295
H 1.732 -0.189 3.848 0.728
H 0.027 -2.546 4.803 0.332
H 0.391 -1.092 5.739 0.299
H 1.679 -2.203 5.307 0.493
H -0.345 2.141 3.331 0.248
H -1.069 0.629 5.884 0.236
H -0.800 2.353 5.692 0.494
H 0.538 1.246 5.442 0.391
H -3.018 0.954 4.193 0.283
H -2.671 1.522 2.561 0.068
H -2.612 2.648 3.924 0.571
H -2.023 -1.224 4.995 0.401
H -3.892 -2.122 6.226 0.396
H -3.742 -3.839 5.864 0.330
H -5.184 -2.972 5.369 0.420
H -4.731 -3.866 3.036 0.475
H -3.799 -3.225 0.866 0.651
H 0.026 -3.194 0.429 -0.264
H -0.271 -4.808 -0.246 0.573
H -1.319 -4.174 1.018 0.365
H -1.260 -4.856 -2.318 0.405
H -2.475 -5.122 -4.404 0.422
H -1.970 -3.623 -5.176 0.156
H -3.684 -3.930 -4.903 0.440
H -3.859 -1.763 -3.669 0.432
H -4.445 0.060 -2.230 0.512
H -3.189 0.524 -1.058 0.053
H -4.537 -0.480 -0.552 0.501
C -4.190 3.562 0.043 -1.281
O -2.895 2.995 0.155 0.527
C -1.958 3.755 0.715 0.277
S -2.205 5.303 1.228 -0.220
S -0.428 3.042 0.915 -0.569
H -4.809 2.822 -0.454 0.236
H -4.154 4.491 -0.534 0.368
H -4.586 3.784 1.036 0.387
C 2.562 -3.798 -1.633 -1.634
C 1.804 -2.973 -2.632 0.484
C 1.807 -3.306 -3.988 -0.755
C 1.135 -2.514 -4.917 -0.104
C 1.150 -2.854 -6.377 -2.082
C 0.488 -1.371 -4.497 -0.543
C 0.475 -0.968 -3.132 -0.221
C 1.122 -1.850 -2.222 1.190
N -0.008 0.165 -2.630 0.441
C -0.414 1.279 -3.441 1.754
C -1.712 1.005 -4.230 -0.702
C -2.072 2.222 -5.076 0.282
C -0.921 2.569 -6.017 -1.301
C 0.318 2.929 -5.198 0.315
C 0.014 4.108 -4.278 -1.500
C -1.118 3.710 -3.335 0.396
C -2.366 3.405 -4.160 -1.524
C -0.706 2.476 -2.527 -1.601
C 0.739 1.722 -4.371 -1.290
H 3.018 -4.663 -2.107 0.439
H 1.907 -4.146 -0.838 0.203
H 3.349 -3.200 -1.174 0.309
H 2.332 -4.187 -4.327 0.410
H 1.399 -3.900 -6.535 0.448
H 1.891 -2.246 -6.898 0.390
H 0.181 -2.647 -6.829 0.398
H -0.019 -0.795 -5.251 0.544
H 1.101 -1.584 -1.173 -0.030
H -2.505 0.802 -3.506 -0.365
H -1.621 0.122 -4.858 0.538
H -2.963 1.981 -5.664 0.337
H -1.203 3.408 -6.653 0.552
H -0.702 1.722 -6.671 0.526
H 1.137 3.196 -5.875 0.255
H -0.289 4.977 -4.863 0.556
H 0.900 4.382 -3.700 0.447
H -1.327 4.536 -2.647 0.410
H -2.636 4.278 -4.755 0.597
H -3.208 3.174 -3.503 0.361
H -1.521 2.209 -1.847 -0.116
H 0.187 2.704 -1.939 0.374
H 1.586 1.981 -3.732 0.405
H 1.050 0.912 -5.029 0.623
N 2.671 2.144 -0.256 -0.583
N 2.292 0.764 -0.280 -0.255
H 3.682 2.265 -0.206 0.299
H 2.247 2.597 0.547 0.158
H 2.868 0.179 0.332 0.321
H 2.411 0.440 -1.239 0.258

=====

Record 2
118
Properties=species:S:1:pos:R:3:lowdin_spin:R:1 method="wB97M-V/def2-TZVPD" homo_ha="-0.141 / -0.177" fmax_ha_per_bohr=0.0582 charge=-1 mol_weight_g_mol=991.88 relative_energy_kj_mol=94.1 spin_multiplicity=6
Ru 0.725 0.682 -2.388 3.429
C -1.617 -6.447 2.131 0.000
C -2.290 -5.448 1.121 0.000
C -3.425 -4.782 1.824 0.000
C -2.862 -6.273 -0.070 0.000
C -1.298 -4.482 0.615 0.001
C -1.539 -3.122 0.597 0.002
C -0.594 -2.240 0.124 0.004
Se -1.057 -0.400 -0.122 0.044
C -0.322 0.379 1.483 0.004
C -1.257 0.941 2.346 0.002
C -0.909 1.823 3.395 0.000
C 0.449 2.084 3.549 0.001
C 1.433 1.565 2.719 0.000
C 1.023 0.622 1.668 0.001
O 1.955 0.329 0.744 0.014
C 2.882 1.980 2.919 0.000
C 3.849 0.755 3.051 0.000
C 3.078 2.738 4.243 0.000
C 3.357 2.895 1.778 0.000
C -1.982 2.469 4.335 0.000
C -3.070 3.235 3.540 0.000
C -1.257 3.409 5.397 0.000
C -2.671 1.349 5.072 0.000
C 0.681 -2.637 -0.323 0.001
O 1.604 -1.722 -0.600 0.024
C 0.935 -4.032 -0.422 0.001
C -0.075 -4.892 0.052 0.000
C 2.251 -4.550 -1.037 0.001
C 2.234 -6.097 -1.187 0.000
C 3.429 -4.235 -0.100 0.000
C 2.353 -3.947 -2.448 0.007
H -2.357 -7.163 2.464 0.000
H -0.693 -6.939 1.801 0.000
H -1.345 -5.878 2.989 0.000
H -4.106 -5.533 2.241 0.000
H -3.116 -4.196 2.725 0.000
H -3.966 -4.025 1.169 0.000
H -3.510 -7.118 0.172 0.000
H -3.384 -5.601 -0.722 0.000
H -2.002 -6.639 -0.668 0.000
H -2.404 -2.735 1.016 0.001
H -2.332 0.723 2.161 0.001
H 0.734 2.776 4.297 0.000
H 3.511 0.061 3.872 0.000
H 3.916 0.169 2.099 0.000
H 4.846 1.095 3.249 0.000
H 2.712 2.109 5.026 0.000
H 4.115 2.944 4.374 0.000
H 2.547 3.617 4.275 0.000
H 3.287 2.349 0.852 0.000
H 2.717 3.811 1.675 0.000
H 4.389 3.170 1.993 0.000
H -2.732 4.160 3.108 0.000
H -3.414 2.604 2.758 0.000
H -3.951 3.420 4.190 0.000
H -0.808 4.268 4.935 0.000
H -2.008 3.747 6.127 0.000
H -0.502 2.872 5.939 0.000
H -3.155 0.752 4.366 0.000
H -1.910 0.699 5.636 0.000
H -3.431 1.737 5.818 0.000
H 0.146 -5.907 -0.066 0.000
H 2.054 -6.615 -0.238 0.000
H 1.503 -6.395 -1.916 0.000
H 3.189 -6.411 -1.592 0.000
H 3.229 -4.594 0.933 0.000
H 4.349 -4.737 -0.477 0.000
H 3.606 -3.192 -0.065 0.000
H 1.479 -4.220 -3.038 0.001
H 2.373 -2.872 -2.506 0.011
H 3.210 -4.379 -2.997 0.000
C -1.879 -2.107 -4.351 0.006
C -2.358 -0.698 -4.123 0.008
C -3.672 -0.305 -4.460 0.007
C -4.043 1.014 -4.199 0.002
C -3.216 1.847 -3.467 0.004
C -1.992 1.333 -3.001 0.016
N -1.583 0.080 -3.340 0.078
N -1.064 2.008 -2.281 0.094
Si -1.282 3.374 -1.327 0.016
C -1.772 4.960 -2.278 0.002
C 0.222 3.573 -0.309 0.007
C -2.656 3.186 -0.051 0.003
H -2.598 -2.788 -4.806 0.000
H -1.714 -2.487 -3.320 0.000
H -0.912 -2.199 -4.841 0.010
H -4.311 -0.991 -5.021 0.001
H -5.063 1.310 -4.442 0.000
H -3.480 2.888 -3.302 0.001
H -1.205 5.347 -3.160 0.000
H -1.915 5.775 -1.589 0.000
H -2.718 4.725 -2.794 0.000
H 1.148 3.213 -0.723 0.004
H 0.157 2.908 0.558 0.000
H 0.443 4.553 0.116 0.000
H -3.556 3.203 -0.617 0.000
H -2.706 4.061 0.530 0.000
H -2.669 2.322 0.616 0.000
F 3.732 -0.934 0.070 0.000
B 2.388 -1.065 0.522 0.005
F 2.195 -1.793 1.695 0.000
C 3.901 2.862 -1.780 0.005
N 2.966 3.291 -2.785 0.011
C 3.099 4.403 -3.570 0.003
C 2.085 4.391 -4.513 0.002
N 1.324 3.260 -4.182 0.004
C 0.240 2.831 -5.007 0.004
C 1.852 2.617 -3.113 0.117
Se 1.920 -0.428 -4.247 1.029
H 4.021 3.615 -0.981 0.000
H 4.840 2.663 -2.251 0.000
H 3.451 1.974 -1.284 0.004
H 3.932 5.075 -3.499 0.001
H 1.803 4.936 -5.400 0.000
H -0.704 3.237 -4.640 0.000
H 0.308 1.806 -5.060 0.005
H 0.243 3.272 -5.970 0.000